The following is a DFT calculation (wB97M-V/def2-TZVPD) of a molecular structure, C25H33MgN7O2 in a non-equilibrium geometry.

Output
charge: -2

XYZ file:
```
68
Properties=species:S:1:pos:R:3:mulliken_charge:R:1
Mg 0.53 -0.27 0.61 2.060
C 0.38 2.78 -2.29 -0.588
C 0.52 3.61 -1.01 -1.202
C 0.61 2.86 0.32 -0.982
N -0.24 1.69 0.29 0.560
C -1.47 1.68 0.64 0.534
C -2.14 2.80 1.38 -1.139
C -3.37 3.29 1.18 -0.527
C -4.28 2.86 0.16 -0.455
C -4.37 1.62 -0.32 -0.821
C -3.58 0.48 0.07 0.116
C -2.29 0.41 0.45 -0.022
N -1.52 -0.70 0.65 0.382
C -2.10 -1.67 1.57 -1.126
C -1.79 -3.08 1.08 -0.524
C -0.30 -3.30 0.79 -1.466
N 0.32 -2.26 -0.02 -0.125
C 0.21 -2.29 -1.30 1.100
C -0.72 -3.14 -2.10 -1.532
C -0.40 -3.91 -3.14 -0.288
C 0.94 -4.09 -3.65 -0.575
C 1.88 -3.14 -3.66 -0.736
C 1.73 -1.78 -3.17 -0.766
C 1.05 -1.32 -2.10 0.476
N 0.99 -0.12 -1.49 -0.120
C 2.07 0.83 -1.81 -1.071
C 1.61 1.97 -2.73 -0.929
H -0.50 2.13 -2.23 0.141
H 0.16 3.48 -3.10 0.422
H 1.38 4.29 -1.10 0.459
H -0.36 4.26 -0.96 0.310
H 1.64 2.55 0.51 0.467
H 0.38 3.54 1.15 0.705
H -1.51 3.22 2.15 0.342
H -3.70 4.12 1.80 0.368
H -4.96 3.62 -0.22 0.304
H -5.11 1.40 -1.09 0.282
H -4.07 -0.48 -0.10 0.294
H -1.67 -1.55 2.57 0.002
H -3.19 -1.60 1.71 0.607
H -2.11 -3.80 1.83 0.489
H -2.39 -3.29 0.19 0.216
H 0.23 -3.33 1.75 0.482
H -0.15 -4.29 0.35 0.408
H -1.75 -3.05 -1.77 0.365
H -1.18 -4.47 -3.63 0.408
H 1.16 -5.06 -4.06 0.315
H 2.85 -3.36 -4.08 0.303
H 2.34 -1.06 -3.71 0.332
H 2.46 1.26 -0.89 0.208
H 2.96 0.37 -2.25 0.662
H 2.45 2.65 -2.87 0.392
H 1.39 1.55 -3.72 0.387
C 1.88 1.42 2.28 -0.363
N 2.66 0.38 2.91 0.413
C 2.56 -0.94 2.58 -0.132
N 3.34 -1.85 3.22 -0.460
O 1.79 -1.34 1.71 -1.205
H 2.14 2.40 2.72 0.123
H 0.80 1.24 2.46 -0.550
H 2.09 1.46 1.19 0.396
H 3.33 0.66 3.64 0.387
H 4.01 -1.55 3.95 0.165
H 3.28 -2.85 2.98 0.250
O -0.61 0.75 4.84 -0.759
C -0.32 0.48 3.74 0.647
N 0.00 0.20 2.56 -1.257
H 2.03 0.68 0.58 0.445
```

=====

The following is a DFT calculation (wB97M-V/def2-TZVPD) of a molecular structure, C12H36F4InN2O14S4 in a non-equilibrium geometry.

Output
charge: +1

XYZ file:
```
73
Properties=species:S:1:pos:R:3:mulliken_charge:R:1
In 0.33 -1.33 -19.74 1.853
N -0.43 -1.46 -17.93 0.946
S -1.61 -0.96 -17.15 0.561
O -1.50 0.39 -16.63 -0.495
O -2.26 -2.01 -16.34 -0.680
F -2.57 -0.90 -18.43 -0.064
S 0.43 -1.85 -16.48 0.363
O 0.80 -3.25 -16.29 -0.901
O 0.35 -1.02 -15.29 -0.468
F 1.76 -1.29 -17.19 1.185
N 2.15 -0.61 -19.52 0.077
S 3.64 -0.93 -20.37 0.841
O 4.66 -1.71 -19.57 -0.421
O 3.97 0.02 -21.40 -0.535
F 2.98 -2.15 -21.20 -0.305
S 2.91 0.25 -18.48 0.723
O 3.47 1.49 -18.98 -0.756
O 3.49 -0.49 -17.42 -0.728
F 1.52 0.73 -17.70 0.143
C -3.45 0.89 -21.08 -1.466
C -2.74 0.26 -19.81 0.170
O -1.56 -0.44 -20.10 -0.368
H -3.58 0.30 -21.99 0.397
H -2.91 1.78 -21.42 0.439
H -4.47 1.19 -20.86 0.389
H -3.43 -0.32 -19.19 0.276
H -2.40 1.06 -19.14 -0.063
H -1.31 -0.27 -21.01 0.387
C 2.66 -3.63 -17.40 -1.983
C 2.36 -3.61 -18.91 -0.435
O 1.07 -3.10 -18.91 -0.558
H 2.12 -4.34 -16.77 0.913
H 2.55 -2.67 -16.88 0.565
H 3.68 -3.86 -17.09 0.387
H 2.33 -4.65 -19.23 0.459
H 3.06 -3.05 -19.53 0.464
H 0.66 -3.77 -18.35 -0.289
C 1.94 0.79 -14.13 -1.574
C 2.01 0.70 -15.68 1.716
O 1.77 1.94 -16.19 -0.691
H 0.88 0.97 -13.93 0.385
H 2.55 1.61 -13.75 0.401
H 2.24 -0.15 -13.67 0.290
H 1.34 0.08 -16.28 -2.194
H 3.01 0.44 -16.03 0.862
H 2.56 2.43 -15.96 0.459
C -0.44 3.74 -16.70 -1.313
C -0.90 2.35 -17.12 -0.481
O 0.02 1.49 -17.75 -0.473
H 0.29 3.69 -15.89 0.178
H -1.21 4.40 -16.32 0.411
H 0.12 4.14 -17.55 0.303
H -1.82 2.25 -17.69 0.425
H -1.23 1.92 -16.18 0.442
H 0.75 1.47 -17.12 0.448
C 2.11 -3.90 -14.37 -0.157
C 1.78 -5.18 -13.62 -0.615
O 2.84 -5.80 -13.00 -0.551
H 1.26 -3.38 -14.81 0.278
H 2.70 -3.99 -15.28 -0.088
H 2.54 -3.25 -13.61 0.500
H 1.28 -5.86 -14.32 0.288
H 1.05 -4.91 -12.85 0.309
H 3.18 -5.28 -12.27 0.326
C -2.39 -4.26 -18.57 -1.488
C -0.93 -3.81 -18.35 0.108
O -0.45 -3.33 -19.56 -0.764
H -2.98 -3.42 -18.94 0.331
H -2.88 -4.55 -17.64 0.353
H -2.35 -5.07 -19.30 0.490
H -0.41 -4.69 -17.98 0.583
H -0.84 -3.00 -17.62 -0.110
H -0.81 -3.88 -20.26 0.590
```

=====

The following is a DFT calculation (wB97M-V/def2-TZVPD) of C5H12N2 in the gas phase in a non-equilibrium geometry.

Output
structure (SMILES): N/C=C/CCCN

XYZ file:
```
19
Properties=species:S:1:pos:R:3:mulliken_charge:R:1
C 1.73 -0.14 -1.29 -0.629
C 1.42 0.24 0.20 -0.689
C 0.15 -0.30 0.72 -0.535
N -3.26 1.46 0.75 -0.584
C -2.18 0.60 1.12 -0.177
C -1.18 0.14 0.26 -0.355
N 1.95 -1.58 -1.46 -0.637
H 0.95 0.15 -1.99 0.433
H 2.68 0.40 -1.51 0.319
H 2.32 -0.09 0.78 0.325
H 1.27 1.31 0.08 0.321
H 0.09 -0.12 1.80 0.298
H 0.30 -1.37 0.63 0.332
H -4.03 0.96 0.18 0.262
H -3.77 1.74 1.62 0.282
H -1.92 0.33 2.12 0.327
H -1.63 -0.29 -0.68 0.211
H 2.83 -1.69 -0.91 0.244
H 2.29 -1.75 -2.41 0.251
```

=====

The following is a DFT calculation (wB97M-V/def2-TZVPD) of a molecular structure, C60H48N4O2P3ReSi in a non-equilibrium geometry.

Output
charge: +1
spin multiplicity: 4

XYZ file:
```
119
Properties=species:S:1:pos:R:3:mulliken_charge:R:1
Re 0.95 0.03 -0.07 1.534
C 5.80 3.27 1.40 -0.666
C 4.84 3.70 2.30 -0.728
C 3.49 3.46 2.06 -0.752
C 3.08 2.77 0.91 0.679
C 4.06 2.37 -0.01 -0.214
C 5.41 2.61 0.24 -0.753
P 1.31 2.42 0.53 2.361
C 0.42 3.19 1.91 0.738
C -0.42 4.29 1.72 -1.007
C -1.04 4.88 2.81 -0.693
C -0.82 4.39 4.09 -0.861
C 0.01 3.30 4.29 -0.976
C 0.63 2.70 3.20 -0.643
C 0.95 3.41 -0.94 0.045
C 1.63 4.61 -1.15 -0.738
C 1.35 5.37 -2.27 -0.953
C 0.42 4.90 -3.19 -0.987
C -0.24 3.70 -2.98 -1.074
C -0.02 2.94 -1.83 1.038
Si -0.84 1.26 -1.41 -0.216
C -2.11 0.65 -2.69 0.924
C -2.83 1.67 -3.33 -0.889
C -3.79 1.41 -4.30 -1.524
C -4.08 0.10 -4.63 -0.908
C -3.43 -0.94 -3.98 -1.162
C -2.44 -0.68 -3.03 0.607
P -1.73 -2.04 -2.03 2.077
C -2.66 -3.56 -2.40 0.367
C -3.34 -4.19 -1.36 -0.436
C -3.97 -5.41 -1.56 -0.627
C -3.93 -6.02 -2.80 -0.679
C -3.25 -5.40 -3.85 -0.878
C -2.62 -4.19 -3.65 -0.434
C -0.11 -2.50 -2.71 0.786
C 0.71 -3.02 -1.59 -1.428
C 3.30 -2.68 -2.27 1.161
C 2.98 -2.58 -3.76 -1.451
C 1.80 -2.43 -4.39 -0.387
C 0.42 -2.21 -3.90 -0.172
C -1.96 1.80 0.06 0.983
C -2.88 2.85 -0.10 -0.427
C -3.73 3.24 0.91 -0.745
C -3.73 2.56 2.13 -1.411
C -2.86 1.50 2.32 -0.217
C -1.96 1.15 1.30 0.577
P -0.95 -0.35 1.44 1.646
C -0.23 -0.65 3.08 1.783
C -0.53 0.04 4.25 -1.317
C 0.06 -0.31 5.45 -0.556
C 0.96 -1.37 5.50 -1.001
C 1.26 -2.08 4.34 -0.891
C 0.68 -1.71 3.14 -1.255
C -2.28 -1.65 1.38 1.411
C -2.18 -2.83 2.11 -1.118
C -3.28 -3.68 2.23 -0.906
C -4.48 -3.35 1.63 -0.741
C -4.58 -2.19 0.87 -1.010
C -3.49 -1.35 0.74 -0.211
H 6.85 3.47 1.59 0.417
H 5.13 4.23 3.20 0.470
H 2.76 3.83 2.76 0.391
H 3.78 1.85 -0.91 0.219
H 6.15 2.30 -0.49 0.473
H -0.59 4.68 0.73 0.276
H -1.70 5.72 2.66 0.436
H -1.31 4.86 4.94 0.425
H 0.19 2.92 5.29 0.515
H 1.28 1.84 3.35 0.773
H 2.38 4.94 -0.44 0.565
H 1.88 6.30 -2.44 0.439
H 0.22 5.47 -4.09 0.467
H -0.91 3.35 -3.76 0.608
H -2.67 2.71 -3.05 0.414
H -4.32 2.23 -4.77 0.454
H -4.84 -0.12 -5.38 0.460
H -3.70 -1.96 -4.20 0.486
H -3.36 -3.72 -0.38 0.356
H -4.49 -5.89 -0.73 0.433
H -4.40 -6.98 -2.95 0.396
H -3.21 -5.88 -4.82 0.418
H -2.07 -3.73 -4.47 0.466
H 0.42 -3.91 -1.05 0.625
H 4.03 -1.92 -2.00 0.318
H 3.87 -2.68 -4.36 0.367
H 1.87 -2.41 -5.48 0.362
H -0.24 -1.74 -4.63 0.349
H -2.91 3.38 -1.05 0.179
H -4.42 4.07 0.75 0.427
H -4.42 2.84 2.91 0.449
H -2.92 0.93 3.23 0.620
H -1.23 0.87 4.23 0.411
H -0.18 0.24 6.35 0.479
H 1.42 -1.65 6.44 0.427
H 1.95 -2.92 4.38 0.572
H 0.93 -2.27 2.24 0.718
H -1.27 -3.10 2.62 0.434
H -3.18 -4.59 2.81 0.458
H -5.34 -4.00 1.75 0.487
H -5.51 -1.94 0.37 0.420
H -3.59 -0.46 0.14 0.174
O 0.73 0.71 -3.19 -0.567
C 1.90 0.66 -2.84 -0.344
O 2.31 0.46 -1.61 -0.415
H 2.69 0.82 -3.56 0.322
C 5.40 -2.21 2.44 -1.226
C 5.01 -0.72 2.44 -0.623
C 3.72 -0.50 1.79 0.163
N 2.70 -0.35 1.29 -0.076
H 6.35 -2.33 2.96 0.405
H 5.52 -2.58 1.42 0.364
H 4.65 -2.81 2.94 0.288
H 5.75 -0.12 1.90 0.253
H 4.94 -0.32 3.45 0.323
N 1.29 -1.87 -0.74 0.656
C 2.05 -2.51 -1.54 -0.704
N 3.82 -3.98 -1.86 -1.057
C 2.93 -4.91 -1.52 0.660
N 2.17 -5.74 -1.21 -0.733
```

=====

The following is a DFT calculation (wB97M-V/def2-TZVPD) of a gas-phase ion, C9H19N4 (charge +1) in a non-equilibrium geometry.

Output
charge: +1

XYZ file:
```
32
Properties=species:S:1:pos:R:3:mulliken_charge:R:1
C 1.16 -0.09 -0.37 -0.079
C -0.76 1.07 0.25 0.292
C -3.58 -0.37 1.37 -1.318
C -3.56 -0.96 -1.08 -1.591
C 3.11 1.17 0.83 -1.561
C 3.26 0.02 -1.45 -1.580
C 3.01 -1.36 0.55 -1.443
C -2.99 0.05 0.01 0.152
C 2.58 0.05 -0.10 1.579
N 0.41 -1.00 -0.68 -0.357
N -0.88 -1.13 -0.58 -0.343
N -1.56 0.10 -0.09 0.319
N -0.94 2.23 0.70 -0.282
H -3.65 -1.40 1.40 0.412
H -4.52 0.03 1.49 0.392
H -2.96 -0.10 2.21 0.384
H -3.20 -1.90 -0.73 0.483
H -3.12 -0.62 -2.10 0.347
H -4.65 -0.91 -1.27 0.354
H 4.13 0.84 1.10 0.368
H 3.15 2.08 0.30 0.449
H 2.52 1.42 1.76 0.352
H 2.96 1.00 -1.99 0.360
H 4.39 0.16 -1.36 0.391
H 3.11 -0.83 -2.00 0.495
H 2.52 -1.37 1.44 0.486
H 2.63 -2.10 -0.20 0.363
H 4.11 -1.28 0.46 0.452
H -3.42 1.12 -0.27 0.308
H -1.34 -1.36 -1.51 0.306
H -0.11 2.89 0.85 0.294
H -1.80 2.56 1.05 0.216
```

=====

Computed energy relative to the best compared isomer or geometry (same formula, charge and spin), in the same sequence as the records: 379.4, 2193.5, 245.9, 454.9, 494.2 kJ/mol.
Computed total energy, in the same sequence as the records: -1706.0331, -3822.5004, -307.1357, -4076.2555, -572.9254 Eh.